Record 1
{"formula": "C25H26NO7S2", "method": "ωB97M-V with the def2-TZVPD basis set", "orbital_gap_ev": 4.9732, "homo_ev": -3.03, "e_above_lowest_ev": 2.2021, "total_charge": -1, "largest_force_ha_per_bohr": 0.11333, "elements": ["C", "O", "C", "C", "C", "C", "C", "N", "S", "C", "C", "C", "C", "C", "C", "C", "O", "O", "C", "C", "H", "H", "H", "H", "H", "H", "H", "H", "H", "H", "H", "H", "H", "H", "H", "C", "C", "O", "C", "C", "S", "C", "C", "C", "C", "C", "C", "O", "O", "O", "H", "H", "H", "H", "H", "H", "H", "H", "H", "H", "H"], "positions_angstrom": [[-5.47834, -3.09510, -2.95263], [-5.44141, -1.72509, -2.48124], [-4.26891, -1.24465, -1.98737], [-4.29435, 0.03267, -1.36436], [-3.15387, 0.56045, -0.77686], [-1.92197, -0.13395, -0.87511], [-0.61845, 0.40931, -0.46866], [0.42785, -0.20066, -1.07028], [1.13931, 0.29849, -2.42284], [2.37027, -0.99149, -2.48428], [2.89227, -1.55597, -1.32068], [3.78305, -2.62538, -1.41726], [4.17042, -3.11772, -2.66959], [5.12006, -4.27745, -2.75956], [3.65465, -2.51845, -3.82915], [2.75474, -1.46078, -3.74739], [0.32296, 0.11729, -3.60152], [1.80435, 1.55652, -2.19594], [-1.93091, -1.42725, -1.42831], [-3.06294, -1.98057, -2.00117], [-6.50952, -3.26526, -3.26952], [-4.80288, -3.24269, -3.81023], [-5.21842, -3.80495, -2.15030], [-5.23702, 0.57985, -1.36823], [-3.16598, 1.54555, -0.30769], [-0.59153, 0.56761, 1.54095], [2.62009, -1.16420, -0.34507], [4.19910, -3.07562, -0.51153], [5.30416, -4.54993, -3.80150], [6.08343, -4.04024, -2.29520], [4.71702, -5.15214, -2.23721], [3.96637, -2.87688, -4.81238], [2.34619, -0.99313, -4.64154], [-0.98367, -1.96421, -1.46524], [-2.99908, -2.97254, -2.44796], [-2.77662, 5.44283, 0.57272], [-1.54693, 4.70158, 1.02962], [-1.64889, 3.31551, 0.51818], [-0.59387, 2.64856, 0.97980], [-0.30934, 1.15166, 0.62736], [1.63507, 0.00613, 1.99583], [1.35671, 0.54524, 3.72927], [1.87164, 1.76225, 4.16808], [1.80814, 2.07474, 5.52917], [1.18211, 1.19135, 6.41639], [0.56744, 0.02757, 5.94017], [0.62757, -0.28160, 4.57789], [1.27596, -1.40316, 1.94977], [2.98853, 0.39477, 1.63286], [0.22909, 3.19038, 1.71054], [-2.69263, 6.52258, 0.76526], [-2.94268, 5.29852, -0.50265], [-3.65499, 5.08929, 1.12592], [-0.63368, 5.15868, 0.63437], [-1.47499, 4.68373, 2.12325], [0.83145, 1.20494, 0.63110], [2.30588, 2.45440, 3.45083], [2.25881, 3.00110, 5.88864], [1.16203, 1.41712, 7.48413], [0.05090, -0.64970, 6.62118], [0.12621, -1.15991, 4.17719]], "lowdin_charge": [-0.07, -0.10, -0.27, 0.00, 0.00, -0.14, -0.26, -0.08, 0.61, -0.26, -0.03, -0.03, -0.29, -0.07, -0.06, -0.06, -0.33, -0.31, 0.00, -0.01, 0.09, 0.09, 0.10, 0.11, 0.11, 0.16, 0.08, 0.12, 0.07, 0.08, 0.08, 0.10, 0.11, 0.12, 0.10, -0.08, -0.21, 0.01, -0.41, -0.12, 0.61, -0.30, -0.09, -0.10, -0.12, -0.11, -0.09, -0.45, -0.44, 0.08, 0.08, 0.08, 0.08, 0.13, 0.13, 0.09, 0.10, 0.09, 0.09, 0.09, 0.10]}

***

Record 2
{"formula": "C25H27BClN7O4S4Zr", "method": "ωB97M-V with the def2-TZVPD basis set", "orbital_gap_ev": 7.0437, "homo_ev": -7.74, "e_above_lowest_ev": 0.2543, "largest_force_ha_per_bohr": 0.01144, "elements": ["Zr", "C", "S", "C", "S", "N", "N", "C", "C", "C", "C", "C", "C", "N", "H", "H", "H", "H", "H", "H", "H", "H", "C", "N", "C", "C", "N", "B", "N", "C", "C", "N", "C", "C", "S", "C", "S", "H", "H", "H", "H", "H", "H", "H", "H", "H", "H", "H", "H", "O", "C", "O", "C", "C", "C", "C", "O", "C", "O", "C", "C", "H", "H", "H", "H", "H", "Cl", "C", "H", "H"], "positions_angstrom": [[-0.30331, 0.35064, 0.21374], [-4.00267, -0.27562, 4.34998], [-4.62687, 0.50709, 2.85213], [-3.31186, 0.28971, 1.71882], [-1.89616, -0.59792, 2.12440], [-3.58380, 0.86085, 0.57896], [-2.58706, 0.68265, -0.35529], [-2.96145, 0.69092, -1.57260], [-1.98129, 0.45521, -2.63406], [-2.39372, 0.45003, -3.95813], [-1.46645, 0.18755, -4.95073], [-0.16184, -0.06959, -4.57410], [0.16726, -0.04345, -3.22526], [-0.71272, 0.22018, -2.26392], [-4.78787, -0.13350, 5.09096], [-3.08404, 0.20216, 4.67921], [-3.83555, -1.33762, 4.19069], [-4.01388, 0.81332, -1.81311], [-3.43200, 0.64667, -4.18921], [-1.75752, 0.18128, -5.99251], [0.60762, -0.28493, -5.30141], [1.18557, -0.23032, -2.91815], [-1.86929, 4.73198, 0.17785], [-0.42144, 4.73170, 0.15636], [0.37284, 5.76009, 0.63123], [1.64726, 5.39429, 0.39090], [1.64349, 4.15993, -0.22897], [2.94114, 3.48298, -0.79730], [3.48505, 2.42011, 0.22380], [4.28623, 2.73449, 1.29654], [4.48640, 1.61499, 2.02715], [3.79681, 0.60666, 1.39089], [3.69467, -0.77081, 1.84454], [3.19056, 1.11559, 0.29589], [2.23291, 0.18774, -0.79425], [0.36737, 3.76098, -0.35394], [0.87729, 1.49428, 2.17391], [-2.26715, 5.36574, -0.61614], [-2.21645, 5.10117, 1.14131], [-2.23928, 3.71924, 0.04944], [-0.04644, 6.63539, 1.09329], [2.56845, 5.91065, 0.59065], [2.70219, 2.95574, -1.84844], [3.77813, 4.35324, -0.86852], [4.65200, 3.73417, 1.44631], [5.04212, 1.44655, 2.93170], [4.56101, -0.99192, 2.46401], [3.66872, -1.43028, 0.98192], [2.77846, -0.91976, 2.41462], [-0.83960, -1.72101, -0.58510], [-0.05626, -2.30903, 0.22621], [0.65589, -1.60818, 0.99477], [-0.00027, -3.78720, 0.26953], [0.77699, -4.41407, 1.23264], [0.84344, -5.80701, 1.31570], [0.10232, -6.51205, 0.40047], [0.01060, -7.86657, 0.25768], [-0.98894, -8.08501, -0.74095], [-1.27737, -6.83126, -1.35149], [-0.67305, -5.88556, -0.56149], [-0.75198, -4.52522, -0.65896], [1.33072, -3.80040, 1.92920], [1.44317, -6.30751, 2.06232], [-1.89168, -8.48030, -0.26626], [-0.60267, -8.77410, -1.49055], [-1.35837, -4.02512, -1.39998], [-0.95028, 2.41826, 2.17639], [-0.10264, 2.52319, -0.94784], [0.62610, 2.23940, -1.70297], [-1.06963, 2.68848, -1.42448]], "lowdin_charge": [1.20, -0.44, 0.85, -1.12, 0.61, -0.10, -0.13, -0.06, -0.26, -0.01, -0.05, -0.03, -0.12, 0.00, 0.03, 0.03, 0.02, 0.14, 0.12, 0.11, 0.11, 0.04, -0.04, -0.10, -0.04, -0.05, 0.05, -0.41, 0.00, -0.06, -0.05, -0.14, -0.03, -0.74, 0.69, -0.35, 0.12, 0.10, 0.09, 0.05, 0.12, 0.12, 0.07, 0.07, 0.12, 0.12, 0.09, 0.07, 0.08, -0.15, -0.65, -0.23, -0.12, 0.00, 0.03, -0.21, 0.04, -0.13, 0.03, -0.20, 0.09, 0.12, 0.12, 0.14, 0.14, 0.13, 0.15, -0.21, 0.01, 0.04]}

***

Record 3
{"formula": "C25H27BF2NO3", "method": "ωB97M-V with the def2-TZVPD basis set", "orbital_gap_ev": 6.5355, "homo_ev": -9.13, "e_above_lowest_ev": 4.3540, "total_charge": 1, "largest_force_ha_per_bohr": 0.12709, "elements": ["C", "C", "C", "C", "C", "B", "O", "C", "C", "N", "C", "C", "C", "O", "O", "H", "H", "H", "H", "H", "H", "H", "H", "H", "H", "H", "H", "H", "H", "H", "H", "F", "C", "C", "C", "C", "C", "C", "C", "C", "C", "C", "C", "F", "C", "C", "C", "C", "H", "H", "H", "H", "H", "H", "H", "H", "H", "H", "H"], "positions_angstrom": [[1.28452, 4.45720, -2.34749], [0.45705, 3.53155, -1.59913], [-0.68988, 3.84531, -0.89735], [-1.30347, 2.62927, -0.61101], [-0.71857, 1.67216, -1.45196], [2.15011, -0.17078, 0.36498], [2.22201, -0.34702, -0.97918], [3.62875, -0.55925, -1.27226], [4.43808, -0.40448, 0.02005], [3.47028, 0.06143, 1.05856], [3.40251, 1.49848, 1.37119], [3.10651, -0.88391, 2.20340], [1.66006, -0.48710, 2.52172], [1.08170, -0.29887, 1.21881], [0.53017, 2.17136, -1.81831], [0.90924, 5.42965, -1.98832], [2.36966, 4.43971, -2.15094], [1.12719, 4.42075, -3.44121], [-1.16295, 4.80213, -0.90196], [-2.09717, 2.48330, 0.11478], [3.64355, -1.59848, -1.65040], [3.88488, 0.15784, -2.06283], [4.70683, -1.40967, 0.35171], [5.26611, 0.30480, -0.05731], [3.85951, 1.64079, 2.37168], [3.89712, 2.05521, 0.56818], [2.33631, 1.81649, 1.41142], [3.06954, -1.88986, 1.74087], [3.87972, -0.82439, 2.99457], [1.04888, -1.27424, 2.98548], [1.62745, 0.46466, 3.08732], [0.83319, -3.98882, -0.10364], [0.34009, -3.16466, -1.09224], [0.44584, -3.54216, -2.42426], [-0.06816, -2.66013, -3.38849], [-0.42080, -1.37493, -3.03842], [-0.39183, -0.99611, -1.69611], [-0.95596, 0.27355, -1.25565], [-1.79133, 0.11767, -0.08841], [-3.14084, 0.03208, -0.09976], [-3.88222, -0.56837, 0.96480], [-3.21128, -1.45080, 1.84649], [-3.84731, -1.78819, 3.03162], [-3.17296, -2.51250, 3.98418], [-5.13503, -1.37843, 3.35204], [-5.83715, -0.66191, 2.38814], [-5.23927, -0.26190, 1.20247], [-0.19739, -1.96766, -0.70446], [0.85162, -4.53415, -2.67009], [-0.18830, -2.98166, -4.42602], [-0.87216, -0.67795, -3.76654], [-1.21621, 0.93995, -2.33203], [-1.26778, 0.27195, 0.86706], [-3.68323, 0.54500, -0.89164], [-2.20582, -1.83554, 1.63750], [-5.59887, -1.61540, 4.29754], [-6.88174, -0.39547, 2.53825], [-5.76362, 0.28163, 0.42225], [-0.58718, -1.83914, 0.29037]], "lowdin_charge": [-0.04, -0.34, -0.02, -0.02, -0.29, -0.74, 0.16, -0.05, -0.01, -0.13, 0.07, 0.00, -0.07, 0.11, 0.07, 0.09, 0.08, 0.10, 0.12, 0.12, 0.15, 0.15, 0.14, 0.15, 0.14, 0.13, 0.13, 0.16, 0.16, 0.16, 0.14, 0.03, -0.25, -0.01, -0.06, -0.02, -0.17, -0.19, -0.11, -0.02, -0.21, 0.05, -0.25, 0.03, -0.01, -0.07, -0.03, 0.01, 0.13, 0.12, 0.13, 0.23, 0.14, 0.14, 0.11, 0.12, 0.11, 0.11, 0.10]}